8
Properties=species:S:1:pos:R:3 method="wB97M-V/def2-TZVPD" orbital_gap_ev=10.55 relative_energy_kj_mol=12.1 energy_ev=-143696.9179
H 0.936 -2.240 0.012
N 0.141 -1.614 0.098
C 0.447 -0.373 0.044
Br 2.302 0.325 0.285
C -0.503 0.868 -0.107
Br -2.388 0.238 0.264
H -0.640 1.118 -1.214
H -0.296 1.678 0.619

28
Properties=species:S:1:pos:R:3 method="wB97M-V/def2-TZVPD" charge=+1 orbital_gap_ev=4.79 energy_ev=-28239.2374
C 2.150 2.931 0.203
C 1.630 1.553 0.077
C 0.945 1.127 -1.076
C 0.479 -0.144 -1.161
C 0.683 -1.088 -0.082
C 0.207 -2.417 -0.145
B -1.129 -2.357 0.980
P -2.310 -1.116 0.113
N -1.890 0.363 0.576
O -3.770 -1.548 0.543
O -2.318 -1.226 -1.498
C 1.394 -0.619 1.091
C 1.854 0.643 1.145
H 1.575 3.686 -0.359
H 3.170 2.919 -0.195
H 2.209 3.207 1.252
H 0.773 1.802 -1.901
H -0.024 -0.501 -2.046
H -0.043 -2.779 -1.135
H 0.830 -3.146 0.378
H -0.723 -1.824 1.968
H -1.620 -3.406 1.272
H -1.651 0.989 -0.189
H -4.432 -1.103 -0.007
H -2.218 -0.370 -1.927
H 1.537 -1.320 1.897
H 2.402 0.981 2.011
Hg 0.290 4.762 -1.786

156
Properties=species:S:1:pos:R:3 method="wB97M-V/def2-TZVPD" orbital_gap_ev=8.55 relative_energy_kj_mol=304.2 energy_ev=-73160.0534
C -1.584 0.477 3.224
C -1.334 0.911 4.665
C -0.157 1.947 4.485
C 0.188 2.535 5.873
C -1.061 3.306 6.391
C -2.342 2.418 6.449
N -2.475 1.614 5.231
O -3.583 0.789 5.324
C -2.322 1.656 7.775
C -3.553 3.394 6.514
C -0.772 -0.305 5.397
H -2.497 -0.129 3.199
H -0.818 -0.140 2.756
H -1.803 1.350 2.608
H 0.689 1.328 4.182
H -0.430 2.747 3.800
H 0.984 3.279 5.856
H 0.386 1.695 6.535
H -1.226 4.259 5.885
H -0.827 3.605 7.416
H -1.427 1.087 8.029
H -2.335 2.444 8.530
H -3.204 1.022 7.864
H -3.464 4.099 7.345
H -3.666 3.967 5.597
H -4.412 2.809 6.850
H 0.113 -0.743 4.939
H -1.535 -1.081 5.502
H -0.526 -0.040 6.426
H -4.149 0.972 4.566
C 1.761 -3.438 4.468
C 2.117 -3.748 3.003
C 1.590 -2.636 2.085
C 2.399 -1.327 2.186
C 3.852 -1.674 1.777
C 4.477 -2.817 2.624
N 3.532 -3.920 2.656
O 4.121 -5.034 3.324
C 5.824 -3.190 1.974
C 4.798 -2.282 4.065
C 1.379 -5.021 2.570
H 1.984 -4.244 5.167
H 0.706 -3.172 4.510
H 2.398 -2.608 4.775
H 1.598 -3.080 1.086
H 0.552 -2.348 2.278
H 2.299 -0.927 3.196
H 2.003 -0.605 1.470
H 4.434 -0.750 1.848
H 3.872 -1.824 0.694
H 6.134 -4.217 2.156
H 5.713 -3.088 0.891
H 6.558 -2.464 2.309
H 5.867 -2.141 4.210
H 4.220 -1.447 4.463
H 4.553 -3.086 4.765
H 1.508 -5.824 3.298
H 1.714 -5.360 1.589
H 0.296 -4.904 2.487
H 4.389 -5.644 2.630
C -2.093 2.977 -1.893
C -0.982 2.026 -1.399
C -1.632 0.977 -0.464
C -0.752 -0.220 -0.189
C -0.224 -0.789 -1.497
C 0.522 0.152 -2.390
N -0.423 1.300 -2.581
O 0.025 2.257 -3.524
C 1.876 0.565 -1.803
C 0.751 -0.591 -3.763
C 0.013 2.842 -0.558
H -2.747 2.419 -2.566
H -1.651 3.674 -2.609
H -2.593 3.478 -1.069
H -1.919 1.407 0.497
H -2.561 0.551 -0.849
H -1.325 -0.970 0.363
H 0.112 -0.109 0.475
H -1.056 -1.239 -2.051
H 0.315 -1.700 -1.217
H 1.982 0.221 -0.770
H 2.773 0.120 -2.243
H 2.000 1.645 -1.851
H 1.251 -1.557 -3.648
H -0.189 -0.754 -4.287
H 1.442 -0.042 -4.401
H -0.512 3.541 0.095
H 0.647 3.498 -1.163
H 0.735 2.252 0.008
H -0.594 2.113 -4.253
C 5.859 0.629 -3.547
C 5.154 -0.516 -4.262
O 5.122 -0.351 -5.675
H 5.100 1.243 -3.064
H 6.366 1.255 -4.282
H 6.654 0.271 -2.894
H 4.114 -0.659 -3.962
H 5.677 -1.461 -4.086
H 5.647 -0.998 -6.145
C -2.880 0.145 -5.024
C -2.673 1.324 -5.929
O -1.282 1.515 -6.167
H -2.579 0.386 -4.003
H -2.319 -0.735 -5.342
H -3.939 -0.121 -5.013
H -3.057 2.198 -5.394
H -3.139 1.297 -6.917
H -1.032 1.502 -7.090
C -3.322 7.000 -1.706
O -3.722 8.260 -1.247
H -3.664 6.764 -2.723
H -2.248 6.837 -1.793
H -3.727 6.153 -1.139
H -4.683 8.243 -1.276
C 2.662 -4.560 -5.315
O 2.393 -5.731 -4.554
H 1.855 -3.841 -5.475
H 3.533 -4.078 -4.864
H 2.976 -4.829 -6.325
H 2.406 -5.475 -3.615
C 3.344 -4.672 -1.059
O 2.385 -4.556 -2.125
H 2.839 -4.944 -0.132
H 4.134 -5.409 -1.185
H 3.787 -3.682 -0.939
H 1.738 -3.911 -1.822
C -1.126 -4.944 -0.176
O -0.288 -4.106 -0.949
H -0.710 -5.943 -0.031
H -1.326 -4.520 0.806
H -2.081 -5.000 -0.706
H -0.304 -4.349 -1.878
C 2.580 2.053 -5.690
O 3.831 2.033 -6.333
H 1.861 1.385 -6.169
H 2.653 1.891 -4.609
H 2.227 3.086 -5.720
H 4.251 1.168 -6.214
C -4.675 3.971 -3.908
O -5.485 3.184 -4.769
H -4.797 3.432 -2.968
H -3.631 3.950 -4.225
H -5.025 4.975 -3.662
H -5.688 3.672 -5.572
C -5.261 2.742 -0.130
O -6.093 3.310 -1.110
H -5.838 2.180 0.614
H -4.642 1.915 -0.497
H -4.532 3.385 0.358
H -6.581 2.610 -1.550
C -5.001 -0.791 -0.486
O -4.506 -0.378 0.778
H -4.259 -1.429 -0.977
H -5.960 -1.313 -0.428
H -5.199 0.008 -1.201
H -4.568 -1.167 1.324

10
Properties=species:S:1:pos:R:3 method="wB97M-V/def2-TZVPD" orbital_gap_ev=10.11 relative_energy_kj_mol=158.6 energy_ev=-14461.3998 smiles="C=N.FCI"
C 0.108 -0.595 -0.725
N 0.684 -0.273 0.371
H -0.042 -0.243 -1.782
H -0.400 -1.460 -0.673
H 1.343 0.457 0.305
F -2.370 2.015 -0.271
C -2.668 1.146 0.724
I -3.706 -0.519 -0.165
H -1.838 0.769 1.207
H -3.280 1.590 1.470

103
Properties=species:S:1:pos:R:3 method="wB97M-V/def2-TZVPD" charge=-1 orbital_gap_ev=6.87 relative_energy_kj_mol=25.8 energy_ev=-399508.6895
Y -0.376 -2.344 0.015
C 2.808 3.501 3.628
C 1.799 2.702 4.464
C 0.529 3.542 4.603
C 2.378 2.464 5.865
C 1.523 1.362 3.784
C 0.260 0.955 3.393
C 0.081 -0.251 2.731
Se -1.718 -0.763 2.254
C -2.198 0.546 0.915
C -2.525 1.815 1.372
C -2.804 2.841 0.489
C -2.744 2.524 -0.868
C -2.457 1.264 -1.370
C -2.189 0.205 -0.458
O -1.900 -1.022 -0.843
C -2.309 1.076 -2.890
C -3.015 2.186 -3.681
C -0.807 1.148 -3.202
C -2.889 -0.250 -3.402
C -3.120 4.268 0.931
C -4.444 4.732 0.309
C -3.242 4.380 2.451
C -1.990 5.200 0.469
C 1.144 -1.141 2.451
O 0.942 -2.232 1.738
C 2.428 -0.765 2.927
C 2.565 0.471 3.542
C 3.704 -1.617 2.776
C 4.427 -1.683 4.134
C 3.474 -3.067 2.334
C 4.625 -0.948 1.745
H 2.998 4.475 4.087
H 3.761 2.977 3.544
H 2.426 3.663 2.618
H 0.770 4.495 5.081
H 0.087 3.758 3.627
H -0.222 3.041 5.216
H 2.572 3.417 6.366
H 1.680 1.888 6.475
H 3.317 1.910 5.817
H -0.606 1.572 3.583
H -2.557 1.979 2.440
H -2.936 3.318 -1.575
H -2.540 3.159 -3.553
H -2.969 1.945 -4.746
H -4.066 2.271 -3.398
H -0.420 2.139 -2.955
H -0.248 0.423 -2.611
H -0.619 0.962 -4.264
H -3.966 -0.295 -3.220
H -2.729 -0.315 -4.483
H -2.438 -1.110 -2.917
H -5.259 4.069 0.604
H -4.685 5.746 0.641
H -4.396 4.740 -0.781
H -4.016 3.716 2.840
H -2.301 4.140 2.950
H -3.509 5.404 2.722
H -1.892 5.193 -0.618
H -2.185 6.229 0.786
H -1.035 4.883 0.892
H 3.561 0.764 3.854
H 3.760 -2.072 4.906
H 5.287 -2.352 4.056
H 4.798 -0.712 4.464
H 2.779 -3.585 2.996
H 3.088 -3.131 1.321
H 4.436 -3.587 2.368
H 4.841 0.088 2.018
H 5.573 -1.490 1.682
H 4.163 -0.958 0.757
N 2.190 -1.862 -7.767
C 2.139 -1.967 -6.384
C 0.983 -1.600 -5.690
C 0.948 -1.666 -4.313
C 2.069 -2.089 -3.612
C 3.224 -2.457 -4.286
C 3.259 -2.392 -5.666
S 2.004 -2.266 -1.873
O 1.208 -1.120 -1.356
O 3.337 -2.385 -1.368
N 1.134 -3.551 -1.484
C 0.113 -4.102 -2.232
N -1.057 -4.177 -1.562
C -2.083 -4.728 -2.203
C -1.936 -5.231 -3.483
C -0.677 -5.130 -4.059
N 0.370 -4.572 -3.455
H 1.303 -1.867 -8.244
H 2.896 -2.413 -8.226
H 0.111 -1.261 -6.237
H 0.048 -1.387 -3.782
H 4.084 -2.789 -3.721
H 4.162 -2.670 -6.197
H -3.020 -4.771 -1.658
H -2.761 -5.694 -4.003
H -0.497 -5.517 -5.057
Se -4.148 -5.340 4.923
Sb -4.405 -4.879 2.628
Se -6.292 -4.053 1.480
Se -2.765 -6.098 1.108
Se -2.202 -3.823 1.588

12
Properties=species:S:1:pos:R:3 method="wB97M-V/def2-TZVPD" orbital_gap_ev=8.82 relative_energy_kj_mol=270.9 energy_ev=-8697.0048 smiles=Nc1cncnc1
N 1.526 -1.225 0.427
C 0.594 -0.241 0.233
C -0.398 0.200 1.083
N -1.583 0.189 0.454
C -1.651 0.520 -0.810
N -0.597 1.123 -1.391
C 0.525 0.762 -0.789
H 1.388 -1.728 1.296
H 1.618 -1.878 -0.346
H -0.272 0.563 2.101
H -2.590 0.379 -1.334
H 1.440 1.334 -0.923

44
Properties=species:S:1:pos:R:3 method="wB97M-V/def2-TZVPD" charge=+2 orbital_gap_ev="6.83 / 7.09" relative_energy_kj_mol=0.0 energy_ev=-73192.6176 spin_multiplicity=4
Mn -0.308 -0.298 -0.526
S -2.208 3.527 -1.068
C -1.077 3.745 0.196
C -0.383 2.611 0.511
C -0.822 1.555 -0.314
C -1.795 1.879 -1.226
C -2.293 0.876 -2.152
C -3.221 1.049 -3.162
C -3.553 -0.039 -3.955
C -2.957 -1.274 -3.727
C -2.040 -1.385 -2.704
N -1.724 -0.335 -1.932
H -0.982 4.717 0.656
H 0.370 2.551 1.281
H -3.666 2.020 -3.330
H -4.273 0.077 -4.754
H -3.194 -2.136 -4.332
H -1.542 -2.322 -2.488
O 0.981 -0.075 -1.839
N 2.205 0.136 -1.428
N 2.312 0.012 -0.191
O 1.217 -0.273 0.525
C 3.569 0.149 0.501
C 3.543 0.369 1.869
C 4.754 0.517 2.525
C 5.945 0.445 1.815
C 5.940 0.220 0.443
C 4.744 0.065 -0.234
H 2.608 0.425 2.407
H 4.766 0.692 3.591
H 6.887 0.562 2.335
H 6.871 0.158 -0.102
H 4.725 -0.119 -1.299
C -2.957 -2.363 2.834
C -1.637 -2.737 2.628
C -0.906 -2.090 1.656
N -1.442 -1.114 0.894
C -2.723 -0.751 1.096
C -3.505 -1.353 2.056
H -3.552 -2.852 3.595
H -1.172 -3.516 3.214
H 0.130 -2.340 1.474
H -3.107 0.044 0.472
H -4.528 -1.030 2.190